(1)
3 unconnected molecules or ions with the total composition C23H52N4O12PS. Source: OMol25; level of theory: ωB97M-V with the def2-TZVPD basis set.

CARTESIAN COORDINATES (ANGSTROEM)
C: -1.2456 0.2260 -1.5362
C: 0.0637 0.9000 -0.8962
O: -0.0464 1.9985 -0.3425
O: 1.2661 0.1758 -1.0715
C: 2.3043 0.6259 -0.1893
N: 3.1569 1.7288 -0.7340
C: 2.9174 1.9802 -2.1926
C: 4.1457 2.8622 -2.7703
O: 3.9355 3.3211 -4.1064
C: 2.8517 4.2669 -4.2133
C: 3.0819 5.6640 -3.4621
C: 2.2627 5.6049 -2.0642
O: 4.4729 5.9936 -3.2801
C: 5.3800 1.8190 -2.8500
P: 5.4093 0.7783 -4.4301
N: 6.9758 0.5511 -4.7943
N: 5.2779 0.8272 -1.6911
C: 4.5737 1.4647 -0.5948
N: 5.2479 1.8423 0.4970
S: 4.5727 2.6640 1.8753
C: 4.1286 1.4129 3.1655
O: 3.4876 3.6346 1.5541
O: 5.7139 3.4673 2.4594
H: -1.1558 0.3143 -2.6793
H: -1.2963 -0.8954 -1.3275
H: -2.1941 0.7841 -1.2564
H: 2.9686 -0.2917 0.0131
H: 1.8328 0.8706 0.8288
H: 1.9186 2.5055 -2.2729
H: 2.9344 1.0163 -2.8210
H: 4.4332 3.7272 -2.0937
H: 2.7590 4.5127 -5.3309
H: 1.8344 3.8747 -3.8983
H: 2.6002 6.5185 -4.0483
H: 1.1472 5.5586 -2.2680
H: 2.4490 6.5444 -1.4329
H: 2.5140 4.6651 -1.4575
H: 4.6520 6.0476 -2.3158
H: 6.3899 2.3372 -2.7021
H: 4.7946 1.3945 -5.5602
H: 4.8472 -0.5263 -4.2069
H: 7.1666 -0.4583 -4.7657
H: 6.2228 0.5643 -1.3667
H: 6.2624 1.6409 0.5136
H: 4.4814 0.3563 2.8933
H: 3.0291 1.4647 3.4395
H: 4.7091 1.6822 4.1181
C: -1.0156 -6.9566 -1.6896
O: -0.7698 -6.3781 -0.4201
C: -0.0257 -5.1714 -0.4865
C: -0.5639 -4.1419 0.5061
O: -1.8312 -3.5805 0.1634
C: -2.9664 -4.4476 0.2217
C: -3.3506 -4.9070 1.6203
O: -2.4143 -5.8510 2.1277
C: -2.1145 -5.6651 3.5014
H: -0.1232 -7.4764 -2.0488
H: -1.8264 -7.6792 -1.5782
H: -1.3355 -6.2039 -2.4181
H: -0.0423 -4.7431 -1.4932
H: 1.0119 -5.4104 -0.2255
H: 0.1336 -3.2972 0.5133
H: -0.5741 -4.5320 1.5239
H: -2.8456 -5.2896 -0.4614
H: -3.7997 -3.8595 -0.1720
H: -4.3247 -5.4048 1.5873
H: -3.4247 -4.0363 2.2786
H: -1.9202 -4.6127 3.7252
H: -1.2066 -6.2292 3.7221
H: -2.9298 -6.0438 4.1195
C: -3.0899 -1.4091 3.2101
O: -3.7824 -0.1849 3.3566
C: -3.1314 0.9052 2.7174
C: -4.1412 1.8193 2.0266
O: -4.7445 1.2702 0.8541
C: -5.6424 0.1727 1.0322
C: -6.9413 0.5115 1.7509
O: -6.7150 0.7465 3.1362
C: -7.4735 1.8266 3.6565
H: -2.2429 -1.4507 3.9018
H: -3.7831 -2.2183 3.4490
H: -2.7472 -1.5549 2.1795
H: -2.3981 0.5604 1.9815
H: -2.6068 1.4743 3.4934
H: -3.5992 2.7064 1.6838
H: -4.8988 2.1798 2.7219
H: -5.1321 -0.6713 1.4998
H: -5.9014 -0.1552 0.0219
H: -7.6305 -0.3353 1.6741
H: -7.4021 1.3833 1.2751
H: -7.4258 2.6971 2.9978
H: -7.0362 2.1068 4.6165
H: -8.5089 1.5196 3.8113

Calculated values
HOMO level ... -10.67 eV
Total charge ... +1
E_LUMO ... -0.177 Eh

Löwdin atomic charge list, values in e, 5 entries: C 0.031; C -0.415; O 0.083; O -0.026; C -0.144


(2)
2 unconnected molecules or ions with the total composition C7H12N2O. Source: OMol25; level of theory: ωB97M-V with the def2-TZVPD basis set.

CARTESIAN COORDINATES (ANGSTROEM)
C: 0.6138 0.7467 1.0428
C: 0.1469 -0.0046 -0.0065
C: -0.3082 1.3494 2.0094
C: -1.3235 -0.4427 -0.2316
C: -1.5706 0.4908 2.1926
C: -2.1388 0.4849 0.6853
C: 2.3637 -0.9943 -2.8069
N: 2.5590 -2.7798 -1.1655
N: 2.2889 -1.7405 -1.6278
O: 1.0010 -0.2216 -0.9867
H: 1.5351 1.0982 0.9549
H: 0.2191 1.3953 2.9329
H: -0.6399 2.3444 1.7791
H: -1.7854 -0.2078 -1.2008
H: -1.2559 -1.4695 -0.1822
H: -1.5190 -0.6153 2.4614
H: -2.3900 1.0884 2.6597
H: -2.1072 1.5774 0.2502
H: -3.1157 0.1152 0.7099
H: 3.0051 -0.1842 -2.6351
H: 2.9689 -1.4595 -3.7289
H: 1.4527 -0.5709 -3.1063

Calculated values
Energy above the lowest of the compared OMol25 structures with the same formula, charge and spin ... 13.5 kJ/mol
HOMO level (spin up / spin down) ... -6.08 / -9.56 eV
Total charge ... 0
E_LUMO (spin up / spin down) ... 0.033 / -0.049 Eh
Multiplicity ... 3

Löwdin atomic charge list, values in e, 5 entries: C 0.042; C -0.290; C -0.205; C -0.107; C -0.155


(3)
A molecular structure, C13H17BCrIN3. Source: OMol25; level of theory: ωB97M-V with the def2-TZVPD basis set.

CARTESIAN COORDINATES (ANGSTROEM)
C: 0.3742 0.8959 1.9262
C: 0.3679 -0.7350 1.8855
H: 1.4536 0.9806 2.0219
H: -0.0820 1.0033 2.9481
H: -0.0791 1.7913 1.4121
H: 0.6457 -1.7360 1.4574
H: 1.2574 -0.6804 2.5529
H: -0.5065 -0.9333 2.5075
C: 0.0336 2.5866 -1.7035
C: 0.1316 3.3984 -2.8029
C: 0.0268 2.8913 -4.0936
C: -0.1834 1.5452 -4.2150
H: 0.1533 2.9371 -0.6885
H: 0.3076 4.4655 -2.6528
H: 0.1048 3.5272 -4.9851
H: -0.2713 1.0275 -5.1460
N: -0.1986 1.2755 -1.8429
C: -0.2870 0.7335 -3.0823
C: -0.4182 -0.7352 -3.0719
N: -0.4104 -1.2666 -1.8306
C: -0.5152 -2.6021 -1.6687
C: -0.5933 -2.9129 -4.0706
C: -0.6029 -3.4309 -2.7751
H: -0.5240 -2.9441 -0.6601
H: -0.6760 -4.4979 -2.6184
C: -0.5006 -1.5526 -4.1967
H: -0.4930 -1.0316 -5.1395
H: -0.6692 -3.5522 -4.9509
Cr: 0.0776 -0.0458 -0.2793
I: 2.5421 -0.1319 -0.8726
B: -3.8498 0.2131 2.1213
C: -2.7563 0.1088 1.0107
N: -1.9307 0.0353 0.1572
H: -4.9223 0.2209 1.5207
H: -3.6414 1.2768 2.7003
H: -3.7152 -0.7749 2.8340

Calculated values
Energy above the lowest of the compared OMol25 structures with the same formula, charge and spin ... 61.7 kJ/mol
HOMO level (spin up / spin down) ... -7.47 / -8.70 eV
Total charge ... 0
E_LUMO (spin up / spin down) ... -0.033 / -0.038 Eh
Multiplicity ... 5

Löwdin atomic charge list, values in e, 5 entries: C -0.198; C -0.251; H 0.038; H 0.107; H 0.077


no.,E (eV),maximum force (eV/Å)
1,-75331.781,8.244
2,-12475.113,5.445
3,-55424.519,3.393